No. 1
C4H9N | the ωB97M-V functional and the def2-TZVPD basis

Computed properties:
- structure (SMILES) = C=CNCC
- HOMO (eV) = -8.12
- multiplicity = 1
- Kohn-Sham gap (eV) = 9.3
- relative energy (zero: lowest compared OMol25 entry of this formula, charge and spin) (kcal per mole) = 19.8
- total charge = 0

Last columns: bonded neighbours and bond lengths (Å).
Atoms and positions in Å:
1 H -1.627 2.430 -0.973  C5 1.092
2 H -0.990 -0.772 0.545  N6 1.003
3 H 2.513 -2.276 1.193  C12 1.077
4 H 0.966 -2.903 0.434  C12 1.081
5 C -1.566 1.366 -0.734  H1 1.092, H7 1.090, C11 1.511, H14 1.068
6 N -0.142 -0.363 0.202  H2 1.003, C9 1.394, C11 1.430
7 H -2.148 1.139 0.160  C5 1.090
8 H 0.454 1.629 0.055  C11 1.099
9 C 1.052 -0.831 0.749  N6 1.394, H10 1.098, C12 1.320
10 H 1.693 -0.008 1.093  C9 1.098
11 C -0.153 0.891 -0.486  C5 1.511, N6 1.430, H8 1.099, H13 1.099
12 C 1.538 -2.058 0.792  H3 1.077, H4 1.081, C9 1.320
13 H 0.404 0.853 -1.433  C11 1.099
14 H -1.993 0.903 -1.597  C5 1.068

No. 2
C3H3N3O2 | the ωB97M-V functional and the def2-TZVPD basis

Computed properties:
- structure (SMILES) = Oc1cnnnc1O
- HOMO (eV) = -9.64
- multiplicity = 1
- Kohn-Sham gap (eV) = 9.8
- relative energy (zero: lowest compared OMol25 entry of this formula, charge and spin) (kcal per mole) = 86.2
- total charge = 0

Last columns: bonded neighbours and bond lengths (Å).
Atoms and positions in Å:
1 H 1.226 2.320 0.035  C6 1.132
2 H -1.413 -2.265 0.230  O9 1.043
3 C -0.393 -0.766 -0.007  N8 1.330, O9 1.355, C11 1.415
4 N 1.925 -0.968 -0.054  N7 1.297, N8 1.292
5 H -2.105 0.871 -0.002  O10 0.947
6 C 1.091 1.200 0.127  H1 1.132, N7 1.402, C11 1.448
7 N 2.149 0.309 -0.100  N4 1.297, C6 1.402
8 N 0.734 -1.470 -0.058  C3 1.330, N4 1.292
9 O -1.646 -1.283 -0.031  H2 1.043, C3 1.355
10 O -1.335 1.411 -0.111  H5 0.947, C11 1.346
11 C -0.235 0.640 -0.030  C3 1.415, C6 1.448, O10 1.346

No. 3
C2H4ClO3S | the ωB97M-V functional and the def2-TZVPD basis

Computed properties:
- structure (SMILES) = C[C@H](Cl)S(=O)(=O)[O-]
- HOMO (eV) = -5.23
- multiplicity = 1
- Kohn-Sham gap (eV) = 8.9
- relative energy (zero: lowest compared OMol25 entry of this formula, charge and spin) (kcal per mole) = 2.9
- total charge = -1

Last columns: bonded neighbours and bond lengths (Å).
Atoms and positions in Å:
1 Cl -2.012 0.961 -0.478  C7 1.814
2 O 1.259 1.705 -0.454  S9 1.474
3 C -0.195 -0.970 -0.890  H4 1.071, C7 1.455, H8 1.250, H10 1.064
4 H 0.371 -0.290 -1.494  C3 1.071
5 O 0.343 1.898 1.790  S9 1.430
6 H -1.158 -0.637 1.145  C7 1.147
7 C -0.750 -0.161 0.184  Cl1 1.814, C3 1.455, H6 1.147, S9 2.050
8 H -0.917 -1.888 -1.337  C3 1.250
9 S 0.823 1.014 0.773  O2 1.474, O5 1.430, C7 2.050, O11 1.438
10 H 0.506 -1.596 -0.392  C3 1.064
11 O 1.728 -0.038 1.153  S9 1.438

Q: Which of these has the lowest Kohn-Sham gap?
A: C2H4ClO3S

What did the third record say?
C2H4ClO3S | the ωB97M-V functional and the def2-TZVPD basis

Computed properties:
- structure (SMILES) = C[C@H](Cl)S(=O)(=O)[O-]
- HOMO (eV) = -5.23
- multiplicity = 1
- Kohn-Sham gap (eV) = 8.9
- relative energy (zero: lowest compared OMol25 entry of this formula, charge and spin) (kcal per mole) = 2.9
- total charge = -1

Last columns: bonded neighbours and bond lengths (Å).
Atoms and positions in Å:
1 Cl -2.012 0.961 -0.478  C7 1.814
2 O 1.259 1.705 -0.454  S9 1.474
3 C -0.195 -0.970 -0.890  H4 1.071, C7 1.455, H8 1.250, H10 1.064
4 H 0.371 -0.290 -1.494  C3 1.071
5 O 0.343 1.898 1.790  S9 1.430
6 H -1.158 -0.637 1.145  C7 1.147
7 C -0.750 -0.161 0.184  Cl1 1.814, C3 1.455, H6 1.147, S9 2.050
8 H -0.917 -1.888 -1.337  C3 1.250
9 S 0.823 1.014 0.773  O2 1.474, O5 1.430, C7 2.050, O11 1.438
10 H 0.506 -1.596 -0.392  C3 1.064
11 O 1.728 -0.038 1.153  S9 1.438

Q: Which value of HOMO does entry 3 give?
A: -5.23 eV